Entry 1:
14
Properties=species:S:1:pos:R:3:forces:R:3 method="wB97M-V/def2-TZVPD" orbital_gap_ev=7.69 total_charge=0 lumo_ha=0.018 largest_force_ev_per_a=1.1
N -1.92627 -1.09283 -1.12409 0.265 -0.070 -0.213
C -0.88354 -0.61913 -0.40017 0.013 -0.144 -0.186
O 0.06016 -1.34955 -0.00182 -0.594 -0.069 0.074
C -0.77216 0.69524 0.25503 0.111 -0.070 0.100
C 0.16216 -0.13328 1.22188 0.259 -0.151 0.519
C 2.40731 0.78845 0.25076 -0.092 0.550 0.255
O 2.08390 1.80490 0.81709 0.876 -0.046 -0.596
H -1.94846 -2.09897 -1.24638 0.247 0.104 -0.152
H -2.04356 -0.56514 -1.97897 -0.638 0.077 0.148
H -1.73851 1.11009 0.57831 0.261 -0.274 -0.054
H -0.20384 1.47988 -0.26679 -0.018 -0.257 0.142
H -0.40713 -0.63412 2.02427 -0.356 0.139 -0.419
H 2.25428 0.66522 -0.84905 -0.171 -0.048 0.230
H 2.95567 -0.05075 0.71994 -0.162 0.258 0.152

---

Entry 2:
14
Properties=species:S:1:pos:R:3:forces:R:3 method="wB97M-V/def2-TZVPD" orbital_gap_ev=9.86 total_charge=0 lumo_ha=-0.005 smiles="[H]/N=C/O.C=CC=O" largest_force_ev_per_a=3.6
H -2.28470 -0.32959 1.56466 -0.162 0.502 0.390
N -1.85948 0.20862 0.82766 0.441 -2.675 -0.149
C -2.06631 1.41730 0.73860 -1.603 2.640 1.905
O -1.60613 2.14454 -0.24817 0.437 1.074 -0.798
H -2.63614 2.12214 1.46298 0.681 -1.343 -0.983
H -1.05207 1.59989 -0.82932 0.097 -0.309 -0.183
C 2.67639 -0.70198 -0.16613 -1.186 -0.918 0.684
C 1.42735 -1.24940 -0.14270 1.683 0.751 0.650
C 0.23628 -0.84950 -0.90936 -0.764 1.351 -1.908
O 0.06389 0.21526 -1.49973 0.952 -0.664 0.820
H 3.50780 -1.18771 0.40744 -0.998 0.616 -0.507
H 2.88765 0.23448 -0.65544 0.075 -0.069 -0.506
H 1.26718 -2.03579 0.57212 -0.080 -0.671 -0.179
H -0.56169 -1.58828 -1.12259 0.428 -0.286 0.765

---

Entry 3:
14
Properties=species:S:1:pos:R:3:forces:R:3 method="wB97M-V/def2-TZVPD" orbital_gap_ev=8.94 total_charge=0 lumo_ha=0.035 smiles="NCC1=COCO1" largest_force_ev_per_a=4.3
N -2.30475 0.37260 0.06278 -2.305 2.847 2.297
C -1.41267 -0.67258 0.02936 1.739 -2.427 -2.250
C 0.00402 -0.23286 -0.14782 1.376 0.585 0.866
C 0.51142 0.99681 -0.15836 1.231 -1.720 0.503
O 1.92566 1.01028 0.04312 -1.675 -0.111 -0.759
C 2.24746 -0.34155 0.06257 1.177 -2.017 0.786
O 1.03970 -1.14940 -0.08875 0.220 0.541 0.436
H -2.18616 1.06013 0.83627 0.069 -1.197 -0.491
H -2.43422 0.96397 -0.72188 0.181 -0.146 -1.221
H -1.50638 -1.35973 0.90281 0.113 0.497 -0.604
H -1.60092 -1.27522 -0.92425 -0.208 0.283 1.364
H 0.02772 1.89742 -0.18153 -0.848 2.056 -0.017
H 2.77154 -0.61120 1.04530 -0.826 0.340 -1.070
H 2.91756 -0.65870 -0.75962 -0.243 0.469 0.162

---

Entry 4:
14
Properties=species:S:1:pos:R:3:forces:R:3 method="wB97M-V/def2-TZVPD" orbital_gap_ev=10.68 total_charge=0 lumo_ha=0.033 smiles="O/N=C1/CC[C@H]1O" largest_force_ev_per_a=1.2
O 1.91902 1.49558 0.30127 0.386 0.275 0.021
N 1.75614 0.17105 -0.13584 -0.413 -0.169 -0.420
C 0.54551 -0.05150 -0.42831 0.199 0.045 0.386
C -0.07831 -1.38803 -0.63760 -0.108 0.088 -0.035
C -1.23655 -0.88049 0.27810 0.253 -0.242 0.168
C -0.76540 0.64325 -0.05913 0.233 -0.079 -0.277
O -0.70358 1.65058 0.93017 -0.095 -0.511 0.121
H 2.86406 1.52922 0.47240 0.002 0.162 0.087
H 0.51395 -2.26959 -0.39531 -0.090 0.117 0.145
H -0.49485 -1.49140 -1.64880 0.254 0.017 0.150
H -1.13246 -1.10337 1.35576 0.377 0.286 -0.534
H -2.14018 -1.40502 -0.05172 -0.452 1.151 0.071
H -1.25239 1.08871 -0.94894 -0.032 -0.639 0.240
H 0.20504 2.01100 0.96795 -0.515 -0.502 -0.123

---

Entry 5:
14
Properties=species:S:1:pos:R:3:forces:R:3 method="wB97M-V/def2-TZVPD" orbital_gap_ev=9.20 total_charge=0 lumo_ha=0.018 largest_force_ev_per_a=0.6
O 2.46618 -0.20495 0.26891 0.092 0.189 -0.068
C 2.20241 0.45893 -0.82374 0.469 0.212 0.235
C -0.36319 -0.11349 -0.36492 -0.085 0.034 -0.181
C -0.60958 -1.23471 0.57750 -0.137 -0.290 0.060
N -0.08546 0.02908 1.06398 -0.041 0.120 0.012
C -1.49931 0.69373 -0.88210 -0.315 0.118 0.246
O -2.27808 1.26820 -0.15226 0.314 -0.308 -0.366
H 1.98265 0.13742 1.05638 0.007 -0.055 -0.152
H 1.64673 1.39478 -0.53458 0.172 -0.174 0.050
H 0.48235 -0.22865 -1.06380 -0.464 0.010 0.188
H 0.11095 -2.04960 0.57961 -0.179 0.100 -0.038
H -1.64078 -1.50077 0.79154 0.116 0.082 0.064
H -0.84103 0.58927 1.46583 0.150 -0.070 -0.127
H -1.57382 0.76077 -1.98237 -0.099 0.033 0.077

---

Entry 6:
14
Properties=species:S:1:pos:R:3:forces:R:3 method="wB97M-V/def2-TZVPD" orbital_gap_ev=10.74 total_charge=0 lumo_ha=0.031 smiles="O[C@@H]1CN=COC1" largest_force_ev_per_a=0.4
O -1.05792 -0.61027 1.42120 0.115 -0.084 0.089
C -0.99449 -0.01896 0.13523 0.037 0.143 -0.270
C -0.25881 -0.91858 -0.85462 -0.142 0.024 -0.031
N 1.19068 -0.89252 -0.66132 0.146 0.278 0.243
C 1.69699 0.00574 0.07478 0.111 -0.236 -0.162
O 1.08892 1.03953 0.69782 0.125 -0.011 -0.114
C -0.21523 1.30302 0.18295 -0.176 0.062 0.005
H -0.30762 -1.21211 1.52354 -0.126 0.204 0.040
H -2.03232 0.15817 -0.16559 0.164 0.020 -0.099
H -0.48973 -0.62698 -1.88646 0.075 -0.012 0.143
H -0.59113 -1.95973 -0.74399 0.017 0.224 0.005
H 2.76520 0.02270 0.28199 -0.082 -0.120 -0.008
H -0.07961 1.75139 -0.81349 -0.283 -0.236 0.089
H -0.66584 2.05694 0.83029 0.021 -0.257 0.071

---

Entry 7:
14
Properties=species:S:1:pos:R:3:forces:R:3 method="wB97M-V/def2-TZVPD" orbital_gap_ev="8.00 / 8.00" total_charge=0 lumo_ha="0.006 / 0.006" largest_force_ev_per_a=0.4
O 2.38723 0.01227 1.14875 0.087 -0.205 0.030
C 1.00784 0.12510 1.10355 -0.069 0.043 -0.090
C 0.40369 1.24060 0.34112 -0.088 -0.070 -0.041
N -0.66385 0.74873 -0.22941 0.203 0.226 0.168
C -0.85632 -0.62356 -0.13020 0.063 -0.108 0.068
C 0.28837 -1.12485 0.53746 -0.015 -0.146 0.130
O 0.75703 -2.24517 0.72342 -0.150 0.274 -0.080
H 2.53556 -0.95081 1.13759 0.112 0.067 -0.003
H 0.55919 0.22537 2.11973 0.048 -0.022 -0.104
H 0.66622 2.28321 0.26625 -0.071 -0.016 0.183
H -1.76277 0.02376 -2.99065 -0.052 0.019 0.007
H -1.32654 1.38652 -0.64417 -0.160 -0.237 -0.333
H -2.41475 0.02883 -2.63458 -0.002 0.026 -0.093
H -1.58089 -1.12999 -0.74885 0.094 0.150 0.159

---

Entry 8:
14
Properties=species:S:1:pos:R:3:forces:R:3 method="wB97M-V/def2-TZVPD" orbital_gap_ev=8.80 total_charge=0 lumo_ha=0.030 largest_force_ev_per_a=0.9
O -1.79639 -0.03898 -0.69076 -0.157 0.637 -0.111
N -0.42396 0.34251 -0.86548 0.063 -0.654 -0.024
C 0.41204 -0.46501 -0.01681 -0.100 -0.176 0.177
C 1.35467 0.67947 0.18709 0.092 0.183 -0.066
C 0.11906 1.55729 -0.16783 0.454 0.364 0.424
C 0.18884 -1.59320 0.65214 0.368 0.180 -0.100
O -0.90062 -2.40439 0.56146 -0.159 0.137 -0.205
H -2.17503 -0.06354 -1.58508 0.347 0.167 0.268
H 2.09296 0.75304 -0.61954 -0.025 -0.027 0.240
H 1.83179 0.78895 1.16049 -0.153 0.050 -0.104
H -0.46429 1.84436 0.71682 0.032 -0.276 -0.151
H 0.38640 2.46089 -0.73828 -0.658 -0.488 -0.308
H 0.93350 -1.95337 1.35627 -0.099 0.038 -0.139
H -1.55897 -1.90803 0.04952 -0.002 -0.133 0.098

---

Entry 9:
14
Properties=species:S:1:pos:R:3:forces:R:3 method="wB97M-V/def2-TZVPD" orbital_gap_ev=10.01 total_charge=0 lumo_ha=-0.003 smiles="C/N=C/C=O.C=O" largest_force_ev_per_a=0.5
C 0.10694 0.16635 -2.53498 0.049 0.105 -0.134
N -0.36498 -0.78787 -1.55275 -0.056 0.173 0.425
C -0.51465 -0.36894 -0.36667 0.028 -0.046 -0.252
C -0.90832 -1.35239 0.68038 -0.015 0.005 0.320
O -0.85204 -1.11126 1.86686 -0.062 -0.086 -0.496
H 1.16281 -0.04732 -2.73510 -0.150 0.008 -0.003
H -0.43944 0.02242 -3.47135 0.068 0.023 0.142
H 0.01667 1.21186 -2.20623 0.024 -0.172 -0.035
H -0.32736 0.66158 -0.04250 -0.040 -0.112 -0.088
H -1.24199 -2.33285 0.29338 0.060 0.059 0.037
C 1.43784 0.36272 2.23574 0.165 0.078 -0.209
O 1.91461 0.52248 1.13817 -0.166 -0.067 0.494
H 1.72817 -0.48259 2.88726 0.002 0.067 -0.117
H 0.68701 1.05433 2.65999 0.093 -0.036 -0.085

---

Entry 10:
14
Properties=species:S:1:pos:R:3:forces:R:3 method="wB97M-V/def2-TZVPD" orbital_gap_ev=9.78 total_charge=0 lumo_ha=0.011 largest_force_ev_per_a=1.2
C -1.38669 -1.01674 0.09985 -0.029 -0.015 0.038
C -0.35350 -0.46889 -0.85980 0.032 -0.220 -0.099
C 0.00288 1.42946 0.05257 0.056 0.168 0.165
N 1.01669 1.21929 0.87110 -0.159 0.150 -0.254
C 1.94207 -0.51448 0.40258 0.819 -0.728 0.564
O 2.64476 -1.25788 0.92208 -0.746 0.754 -0.482
O 0.76933 -1.04190 -0.93271 -0.290 0.114 -0.030
H -1.01493 -0.96279 1.12945 -0.029 -0.028 -0.146
H -1.56715 -2.07110 -0.13495 0.020 0.136 0.005
H -2.33364 -0.47252 0.03243 0.150 -0.058 0.003
H -0.69942 0.06284 -1.75465 0.056 -0.031 0.133
H -0.99493 1.36619 0.47969 0.149 -0.057 -0.046
H 0.11493 2.04898 -0.84004 0.009 -0.113 0.127
H 1.85959 1.67954 0.53240 -0.037 -0.073 0.022

---

Entry 11:
14
Properties=species:S:1:pos:R:3:forces:R:3 method="wB97M-V/def2-TZVPD" orbital_gap_ev=10.56 total_charge=0 lumo_ha=0.023 smiles="[H]/N=C1/CO[C@H](C)O1" largest_force_ev_per_a=2.3
H 0.43129 -2.62365 -0.06172 0.419 -0.321 -0.507
N -0.49034 -2.29932 0.18782 0.764 -0.465 0.346
C -0.40108 -1.11490 0.58629 0.501 -1.833 1.224
C -1.57324 -0.43737 1.05020 0.344 1.478 -1.502
O -1.07778 0.53027 -0.33222 -1.292 0.744 1.383
C 0.27555 0.87454 -0.04007 -0.226 0.026 0.333
C 1.26741 1.11280 -1.19720 -0.490 -0.121 -0.022
O 0.71031 -0.29569 0.67465 0.142 -0.528 -0.154
H -2.52288 -0.96068 0.86523 0.509 0.697 -0.561
H -1.51164 -0.08585 2.10522 0.071 0.848 -1.143
H 0.26952 1.76905 0.59631 0.182 -0.295 0.278
H 2.27228 1.32159 -0.78538 -0.598 -0.150 0.106
H 0.99344 1.97632 -1.81036 -0.157 -0.125 0.133
H 1.35716 0.23289 -1.83877 -0.171 0.044 0.086

---

Entry 12:
14
Properties=species:S:1:pos:R:3:forces:R:3 method="wB97M-V/def2-TZVPD" orbital_gap_ev=9.21 total_charge=0 lumo_ha=-0.002 largest_force_ev_per_a=0.6
O -0.34921 1.83404 0.74720 -0.205 -0.086 0.171
C 0.74169 1.21370 0.11490 0.236 -0.064 -0.264
C -0.12407 -1.56621 1.86728 -0.233 -0.023 -0.383
O -0.88064 -0.86453 1.05491 0.145 -0.059 0.248
C -0.96079 -1.25302 -0.32676 0.139 0.174 -0.523
N -0.43879 -0.64193 -1.27368 -0.210 -0.290 0.510
C 0.37241 0.56613 -1.22134 0.079 0.149 0.028
H -0.87537 1.13820 1.16338 0.050 0.191 0.017
H 1.45620 2.01118 -0.11005 -0.038 -0.088 -0.013
H 0.23840 -2.42581 1.23993 0.071 -0.052 0.194
H 1.25526 0.50252 0.77684 -0.068 0.113 -0.065
H -1.55893 -2.15579 -0.43942 0.094 0.094 -0.006
H 1.29052 0.33276 -1.77429 -0.119 0.011 0.064
H -0.16667 1.30877 -1.81891 0.058 -0.070 0.023